Here is the molecule C18H19ClN2O5S in a non-equilibrium geometry from OMol25. Energies are from the ωB97M-V functional and the def2-TZVPD basis.

ORCA input file:
```
! RIJCOSX wB97M-V def2-TZVPD def2/J DEFGRID3
* xyz 0 1
C 1.54 2.87 2.02
S 0.25 2.15 0.96
O 0.54 2.47 -0.40
O -1.02 2.55 1.50
N 0.39 0.53 1.15
C -0.17 -0.09 2.33
C -1.45 -0.84 1.92
O -1.52 -2.05 1.92
N -2.42 0.00 1.54
C -3.59 -0.47 0.83
C -3.46 -0.37 -0.67
C -2.52 0.44 -1.28
C -2.40 0.53 -2.66
C -3.26 -0.22 -3.42
C -4.22 -1.04 -2.82
C -4.34 -1.13 -1.45
O -4.95 -1.67 -3.79
C -4.42 -1.23 -5.02
O -3.36 -0.33 -4.78
C 1.08 -0.28 0.17
C 2.52 -0.47 0.56
C 3.46 0.49 0.20
C 4.78 0.38 0.61
C 5.16 -0.71 1.38
Cl 6.80 -0.85 1.90
C 4.24 -1.68 1.74
C 2.92 -1.55 1.33
H 1.53 3.94 1.85
H 1.29 2.64 3.05
H 2.48 2.44 1.73
H -0.42 0.70 3.04
H 0.55 -0.78 2.78
H -2.22 0.99 1.52
H -3.75 -1.51 1.12
H -4.46 0.12 1.16
H -1.84 1.03 -0.68
H -1.65 1.16 -3.12
H -5.08 -1.77 -1.00
H -5.21 -0.73 -5.61
H -4.04 -2.10 -5.59
H 0.56 -1.24 0.09
H 1.00 0.25 -0.77
H 3.16 1.33 -0.41
H 5.51 1.12 0.32
H 4.55 -2.52 2.34
H 2.21 -2.31 1.60
*
```

Results
E_tot ... -2041.4097 Eh
SMILES ... CS(=O)(=O)N(CC(=O)NCc1ccc2c(c1)OCO2)Cc1ccc(Cl)cc1
Gap between HOMO and LUMO ... 8.47 eV

Here is a cluster of 14 separate species, C51H96O27 in total in a non-equilibrium geometry from OMol25. Energies are from the ωB97M-V functional and the def2-TZVPD basis.

ORCA input file:
```
! RIJCOSX wB97M-V def2-TZVPD def2/J DEFGRID3
* xyz 0 1
C -7.76 3.40 -3.15
O -6.41 3.05 -2.96
C -6.02 2.86 -1.69
O -6.76 2.87 -0.74
O -4.72 2.62 -1.63
C -4.22 2.10 -0.42
H -8.35 2.51 -2.94
H -7.83 3.74 -4.18
H -8.03 4.30 -2.60
H -4.49 2.72 0.43
H -3.15 2.16 -0.59
H -4.46 1.06 -0.22
C 2.45 3.60 -0.41
O 3.85 3.65 -0.50
C 4.58 4.36 0.32
O 4.16 4.89 1.35
O 5.83 4.41 -0.10
C 6.89 4.98 0.71
H 2.11 4.60 -0.68
H 2.03 3.34 0.56
H 1.92 2.99 -1.14
H 6.53 5.84 1.26
H 7.71 5.28 0.06
H 7.27 4.23 1.41
C 0.01 -2.57 7.40
O -0.06 -3.24 6.15
C 0.97 -3.17 5.34
O 2.13 -2.84 5.58
O 0.55 -3.59 4.14
C 1.49 -3.61 3.07
H -0.68 -1.73 7.39
H 1.02 -2.29 7.68
H -0.35 -3.24 8.18
H 2.25 -4.36 3.29
H 1.97 -2.65 2.88
H 0.82 -3.74 2.23
C -3.33 1.24 2.80
O -3.35 -0.17 2.65
C -4.41 -0.74 2.05
O -5.38 -0.11 1.64
O -4.18 -1.99 1.94
C -5.18 -2.87 1.41
H -2.41 1.47 3.33
H -4.20 1.63 3.34
H -3.31 1.80 1.87
H -6.17 -2.57 1.74
H -4.92 -3.88 1.72
H -5.18 -2.88 0.32
C 1.07 0.46 4.28
O -0.11 -0.06 4.88
C -1.07 0.73 5.41
O -1.02 1.93 5.46
O -2.02 -0.02 5.87
C -3.15 0.54 6.53
H 0.83 0.99 3.35
H 1.74 -0.38 4.19
H 1.55 1.17 4.96
H -3.88 -0.24 6.76
H -3.63 1.33 5.96
H -2.89 0.97 7.50
C 0.07 -4.15 -4.00
C -1.21 -3.37 -3.72
C -0.87 -1.92 -4.09
O 0.51 -1.85 -4.33
C 1.15 -3.08 -4.00
H 0.02 -4.58 -5.00
H 0.18 -4.95 -3.28
H -1.53 -3.40 -2.68
H -2.00 -3.75 -4.36
H -1.11 -1.28 -3.24
H -1.43 -1.55 -4.94
H 1.54 -3.02 -2.98
H 2.04 -3.36 -4.57
C -0.81 -0.37 -0.39
C 0.64 -0.08 -0.69
C 1.32 -1.30 -0.08
O 0.43 -1.78 0.93
C -0.77 -0.94 1.04
H -1.33 -1.09 -1.02
H -1.40 0.54 -0.50
H 1.02 0.78 -0.13
H 0.74 0.12 -1.75
H 2.28 -0.96 0.33
H 1.45 -2.08 -0.83
H -0.70 -0.15 1.78
H -1.63 -1.55 1.28
C 5.55 1.20 1.95
C 5.98 0.11 2.90
C 4.71 -0.57 3.31
O 3.77 0.51 3.42
C 4.10 1.39 2.32
H 5.62 0.86 0.91
H 6.09 2.13 2.09
H 6.49 0.54 3.76
H 6.71 -0.58 2.46
H 4.77 -1.11 4.25
H 4.35 -1.30 2.57
H 3.83 2.38 2.68
H 3.41 1.15 1.50
C 3.57 -0.55 -3.22
C 4.06 0.46 -2.24
C 4.58 1.62 -3.14
O 3.70 1.58 -4.26
C 2.97 0.35 -4.31
H 2.76 -1.10 -2.74
H 4.29 -1.24 -3.65
H 4.80 0.05 -1.55
H 3.21 0.85 -1.67
H 5.58 1.42 -3.53
H 4.57 2.57 -2.61
H 3.06 -0.11 -5.30
H 1.90 0.56 -4.16
C -1.36 2.82 -2.92
C -0.64 2.43 -4.21
C -0.59 3.75 -5.03
O -1.37 4.72 -4.35
C -2.22 4.00 -3.43
H -0.72 3.08 -2.08
H -2.03 2.06 -2.54
H -1.21 1.64 -4.69
H 0.37 2.11 -3.97
H -1.06 3.49 -5.98
H 0.44 4.09 -5.09
H -3.08 3.65 -3.98
H -2.52 4.72 -2.67
C 5.00 -2.87 0.07
C 4.83 -3.84 1.21
C 6.19 -3.87 1.91
O 7.05 -3.13 1.04
C 6.44 -3.08 -0.26
H 4.74 -1.86 0.41
H 4.43 -3.13 -0.83
H 4.51 -4.84 0.92
H 4.04 -3.46 1.87
H 6.52 -4.89 2.13
H 6.20 -3.38 2.88
H 6.73 -3.96 -0.83
H 6.88 -2.26 -0.83
O -0.63 -6.54 2.62
C -0.98 -5.80 1.75
O -0.82 -6.13 0.44
C -1.36 -5.11 -0.43
C -2.51 -4.55 0.43
C -1.92 -4.58 1.84
H -1.64 -5.63 -1.34
H -0.63 -4.34 -0.69
H -3.40 -5.17 0.33
H -2.81 -3.57 0.06
H -2.61 -4.80 2.65
H -1.32 -3.69 2.01
O -0.75 3.07 0.34
C -1.33 4.09 0.60
O -2.20 4.24 1.60
C -2.80 5.55 1.56
C -2.47 6.15 0.19
C -1.21 5.34 -0.22
H -2.42 6.14 2.39
H -3.85 5.28 1.52
H -2.28 7.22 0.17
H -3.24 5.91 -0.55
H -0.33 5.87 0.16
H -1.03 5.28 -1.29
O -3.73 -1.00 -1.71
C -4.24 -1.08 -2.82
O -4.81 -2.19 -3.27
C -5.23 -2.14 -4.64
C -4.43 -0.91 -5.17
C -4.18 -0.04 -3.96
H -6.31 -2.21 -4.72
H -4.83 -3.06 -5.06
H -5.06 -0.37 -5.88
H -3.61 -1.24 -5.80
H -5.02 0.63 -3.77
H -3.23 0.46 -4.05
*
```

Results
E_tot ... -4032.2548 Eh
Gap between HOMO and LUMO ... 7.79 eV

Here is a structure of composition C13H20BaGeN4S from OMol25. Energies are from the ωB97M-V functional and the def2-TZVPD basis.

ORCA input file:
```
! RIJCOSX wB97M-V def2-TZVPD def2/J DEFGRID3
* xyz 0 1
Ba 0.56 -0.08 0.18
S 1.81 -1.93 2.07
C 1.42 -3.09 0.80
C 1.90 -4.41 0.89
C 1.59 -5.31 -0.10
C 0.81 -4.91 -1.19
C 0.38 -3.60 -1.21
N 0.66 -2.72 -0.25
H 2.51 -4.69 1.74
H 1.96 -6.33 -0.04
H 0.55 -5.58 -1.99
H -0.22 -3.23 -2.03
N -5.61 -0.14 2.07
C -4.34 -0.65 2.15
C -3.27 -0.07 1.44
N -2.06 -0.58 1.48
C -1.88 -1.69 2.21
C -2.93 -2.25 2.90
N -4.16 -1.74 2.88
H -5.71 0.84 1.84
H -6.24 -0.48 2.77
H -3.44 0.82 0.84
H -0.88 -2.11 2.26
H -2.78 -3.14 3.50
C 3.19 1.25 -4.78
Ge 1.89 0.87 -3.34
C 1.11 -0.91 -3.72
C 0.41 2.14 -3.63
C 2.42 0.95 -1.51
H 2.74 1.21 -5.77
H 4.01 0.53 -4.74
H 3.62 2.24 -4.63
H 0.83 -1.01 -4.77
H 0.21 -1.08 -3.13
H 1.82 -1.71 -3.49
H 0.06 2.14 -4.66
H 0.72 3.16 -3.38
H -0.45 1.90 -2.99
H 2.82 1.95 -1.31
H 3.27 0.26 -1.36
*
```

Results
E_tot ... -3227.0009 Eh
Gap between HOMO and LUMO ... 6.54 eV

> E_tot of number 3 (C13H20BaGeN4S)?

-3227.0009 Eh

> gap between HOMO and LUMO of number 2 (C51H96O27)?

7.79 eV

> The lowest gap between HOMO and LUMO belongs to which entry?

C13H20BaGeN4S

> Among the records above, which one has the lowest gap between HOMO and LUMO?

C13H20BaGeN4S